1.
ORCA calculation (the ωB97M-V functional and the def2-TZVPD basis) on C33H51N5NiO2PS as an isolated structure at a distorted geometry.

```
94
Properties=species:S:1:pos:R:3:forces:R:3
Ni 2.2721 -0.1781 -0.2802 0.05 -1.18 1.01
N 2.8342 -4.3552 1.4101 -0.03 -0.12 -0.06
C 2.6990 -3.1864 0.7690 -0.01 0.93 -0.10
S 2.3556 -1.7654 1.6618 -0.10 0.49 0.18
N 2.8434 -3.1948 -0.5392 0.07 -1.94 -0.48
N 2.8011 -2.0472 -1.1736 -0.34 1.35 -0.35
C 2.8771 -2.0281 -2.4649 -0.10 -0.84 0.72
C 3.0835 -0.7596 -3.1075 0.18 0.83 -0.29
C 2.9837 -0.5803 -4.4894 0.00 -0.09 0.38
C 3.3171 0.6477 -5.0263 0.10 0.12 0.25
C 3.7892 1.6387 -4.1735 -0.04 -0.01 0.05
C 3.8300 1.3841 -2.8085 0.09 0.21 -0.41
N 3.4501 0.2342 -2.2781 0.31 -0.28 -0.33
H 2.7590 -4.3907 2.4111 0.03 0.03 -0.07
H 3.1254 -5.1703 0.8948 -0.06 0.05 -0.01
H 2.8893 -2.9407 -3.0528 0.05 -0.10 0.16
H 2.6511 -1.3988 -5.1062 -0.03 -0.11 -0.12
H 3.2274 0.8285 -6.0870 0.04 0.00 -0.08
H 4.1050 2.5972 -4.5550 0.04 0.06 -0.01
H 4.1774 2.1395 -2.1145 -0.03 0.06 0.01
O 4.0577 0.6885 0.8526 0.24 0.17 -0.47
C 3.6724 1.4709 1.9810 -0.33 0.32 0.46
C 2.3979 2.1947 1.5717 0.36 -0.35 -0.19
C 2.6547 3.1790 0.4206 0.00 -0.18 0.12
C 1.8366 2.9179 -0.8122 -0.14 0.35 -0.13
C 1.4632 3.9698 -1.6503 -0.08 -0.05 -0.05
C 0.7609 3.7139 -2.8116 0.07 -0.19 0.11
C 0.4097 2.4017 -3.0941 0.15 -0.10 0.11
C 0.8077 1.4169 -2.2123 -0.38 0.13 -0.50
N 1.5198 1.6634 -1.1179 0.14 0.10 0.31
H 4.7521 0.0742 1.1155 -0.09 -0.14 -0.10
H 4.4750 2.1763 2.2325 -0.09 -0.11 -0.02
H 3.4780 0.8265 2.8474 0.06 0.03 -0.14
H 1.9508 2.6902 2.4323 -0.05 -0.04 -0.01
H 1.7123 1.4031 1.2287 -0.19 0.43 0.44
H 3.7037 3.0934 0.1230 0.06 0.11 -0.01
H 2.4955 4.2072 0.7409 0.03 0.03 -0.04
H 1.7255 4.9822 -1.3908 0.09 0.13 0.11
H 0.4807 4.5147 -3.4795 -0.02 0.09 -0.02
H -0.1574 2.1471 -3.9734 -0.08 -0.07 -0.12
H 0.5608 0.3796 -2.3980 -0.02 -0.02 -0.02
O 0.1164 -0.0216 0.4580 0.97 0.68 -0.54
P -1.2092 -0.6143 0.8002 -1.33 -1.16 0.45
C -2.6217 0.5819 0.5380 0.46 -0.71 0.24
C -2.6117 1.2333 -0.8514 0.25 0.02 -0.20
C -1.9594 2.6076 -0.7966 -0.20 0.09 -0.10
C -2.7891 3.5781 0.0440 0.04 -0.06 -0.02
C -3.4095 2.8642 1.2502 0.13 0.03 0.08
C -2.5796 1.6439 1.6393 -0.22 0.08 0.12
C -1.2452 -1.2168 2.5659 0.20 0.29 -0.71
C -0.4944 -0.2802 3.5110 0.25 -0.07 0.07
C -0.3388 -0.9426 4.8814 -0.02 0.05 -0.04
C -1.6612 -1.5376 5.3987 -0.13 0.10 0.03
C -2.8451 -1.1145 4.5374 0.01 -0.24 0.02
C -2.6493 -1.5633 3.0880 -0.20 0.05 0.05
C -1.4403 -2.1564 -0.2245 0.27 0.58 0.41
C -0.6630 -1.9773 -1.5285 0.39 -0.13 0.01
C -0.9143 -3.1453 -2.4662 -0.04 0.14 0.00
C -2.3744 -3.1242 -2.9350 -0.05 0.00 0.02
C -3.2960 -2.4245 -1.9272 -0.06 -0.14 0.05
C -2.8675 -2.6538 -0.4804 -0.19 0.06 0.00
H -3.5409 -0.0013 0.6354 0.02 -0.03 0.06
H -3.6390 1.3352 -1.2080 -0.01 -0.06 -0.07
H -2.0757 0.6055 -1.5640 -0.10 -0.02 -0.13
H -1.8369 3.0053 -1.8040 0.05 -0.02 0.05
H -0.9689 2.4929 -0.3580 0.16 0.04 -0.06
H -3.5756 4.0213 -0.5672 -0.02 0.05 -0.03
H -2.1441 4.3929 0.3729 -0.01 0.10 0.05
H -4.4244 2.5406 1.0142 -0.08 -0.02 0.04
H -3.4772 3.5440 2.1002 -0.10 0.00 -0.01
H -2.9628 1.2260 2.5701 0.13 -0.02 0.07
H -1.5431 1.9475 1.7992 0.04 0.08 0.17
H -0.6389 -2.1321 2.5186 -0.03 0.10 -0.10
H -1.0130 0.6691 3.6210 -0.03 0.10 -0.04
H 0.4942 -0.0744 3.0970 -0.03 0.10 -0.01
H 0.0397 -0.2019 5.5867 0.08 -0.02 0.01
H 0.4089 -1.7329 4.8068 0.12 0.02 0.00
H -1.8386 -1.2258 6.4280 0.03 -0.09 0.04
H -1.6074 -2.6275 5.3993 -0.01 -0.06 0.04
H -2.9672 -0.0314 4.5853 -0.06 0.06 0.01
H -3.7616 -1.5610 4.9262 -0.04 0.09 0.00
H -3.4223 -1.1019 2.4735 -0.11 -0.06 -0.03
H -2.7973 -2.6427 3.0293 -0.07 -0.03 -0.05
H -0.9048 -2.9075 0.3723 0.01 0.08 -0.06
H 0.3971 -1.8820 -1.2867 -0.15 -0.03 -0.11
H -0.9639 -1.0586 -2.0300 -0.03 0.13 -0.07
H -0.6916 -4.0742 -1.9402 0.06 -0.09 0.01
H -0.2463 -3.0875 -3.3275 0.06 -0.09 0.02
H -2.7119 -4.1453 -3.1084 -0.08 -0.03 -0.05
H -2.4477 -2.5966 -3.8874 -0.01 -0.06 -0.07
H -4.3156 -2.7876 -2.0574 -0.06 0.11 -0.03
H -3.3086 -1.3511 -2.1200 -0.07 0.08 -0.05
H -2.9124 -3.7204 -0.2601 -0.07 -0.06 0.05
H -3.5766 -2.1586 0.1840 -0.09 -0.14 0.09
```
Positions in Å, forces in eV/Å.

Gap between HOMO and LUMO (alpha / beta) = 0.27342 / 0.27092 hartree
E_LUMO (alpha / beta) = -2.81 / -2.85 eV
Charge = +1
E_HOMO (alpha / beta) = -0.3768 / -0.3757 Ha
Spin multiplicity = 3

Results of the Löwdin charge analysis, in e, for atoms 1 through 4: number 1, Ni, carries 0.6002; number 2, N, carries 0.0966; number 3, C, carries -0.8452; number 4, S, carries 0.7265



2.
ORCA calculation (the ωB97M-V functional and the def2-TZVPD basis) on C33H52AsN5OSSi4Sr as an isolated structure at a distorted geometry.

```
98
Properties=species:S:1:pos:R:3:forces:R:3
Sr -0.1225 -0.5822 0.2129 2.99 -1.73 0.55
O 0.7877 -1.2030 -1.5716 1.03 -0.49 -2.33
C 0.6142 -1.5825 -2.7719 -0.04 -0.27 -0.88
C 1.7071 -2.0139 -3.5744 0.10 -0.02 0.16
C 1.5541 -2.4378 -4.8678 0.00 -0.02 0.04
C 0.2905 -2.4620 -5.4572 -0.21 -0.05 -0.29
C -0.7965 -2.0366 -4.7250 0.07 -0.06 -0.07
C -0.6702 -1.5905 -3.4090 0.56 -0.14 -0.07
C -1.8191 -1.0509 -2.7276 -0.41 0.00 -0.38
N -1.9869 -0.8658 -1.4350 0.33 -0.30 -0.15
C -3.1823 -0.2554 -1.2714 -0.94 0.30 -0.42
C -3.7824 -0.0662 -2.4772 -0.16 0.03 0.16
N -2.9164 -0.5892 -3.4012 0.15 -0.16 0.22
H 2.6831 -1.9934 -3.1130 0.08 0.05 0.06
H 2.4210 -2.7626 -5.4338 -0.01 0.03 0.02
H 0.1616 -2.8034 -6.4753 -0.01 -0.03 -0.04
H -1.7819 -2.0725 -5.1808 0.01 -0.02 -0.03
H -3.5452 0.0211 -0.3052 -0.22 0.08 0.09
H -4.7125 0.3880 -2.7547 -0.13 0.07 -0.02
H -3.0206 -0.5504 -4.3985 0.13 0.06 0.04
C -1.6663 3.3485 0.9779 -0.37 -0.04 0.33
C -2.8146 3.2033 1.7457 0.43 0.40 -0.33
C -3.2353 1.9422 2.1093 0.12 -0.85 0.00
C -2.4745 0.8317 1.7193 -0.18 2.03 0.28
N -1.3520 1.0080 1.0195 -3.01 1.87 1.78
C -0.9710 2.1969 0.6450 0.06 1.24 0.04
C -2.8893 -0.5395 1.9304 -0.84 -1.74 0.61
C -4.1372 -0.8736 2.4889 0.45 0.60 -0.12
C -4.5516 -2.1827 2.5043 0.35 -0.80 -0.26
C -3.7086 -3.1659 1.9723 -0.41 0.56 0.24
C -2.4704 -2.7608 1.5030 0.01 -0.83 -0.11
N -2.0694 -1.5077 1.4830 -0.75 0.89 0.43
H -1.2985 4.3137 0.6688 0.04 0.05 -0.06
H -3.3834 4.0704 2.0577 0.04 0.00 0.00
H -4.1415 1.8275 2.6852 0.02 -0.03 0.05
H -0.0766 2.2581 0.0428 0.52 0.26 -0.33
H -4.7805 -0.1028 2.8859 0.00 0.03 -0.01
H -5.5182 -2.4479 2.9185 0.05 0.02 -0.03
H -4.0071 -4.2028 1.9378 0.07 -0.05 0.03
H -1.7455 -3.4800 1.1235 -0.11 0.04 0.05
C 1.5787 2.3221 -4.7981 -0.26 0.24 0.45
Si 0.8234 2.9877 -3.1420 0.43 -0.17 0.43
C 0.4701 4.8441 -3.4968 0.17 -0.46 0.13
C -0.9060 2.1629 -3.0830 0.38 0.29 -0.08
C 1.7742 2.6499 -1.6072 -0.10 0.98 -0.31
Si 3.0959 3.6020 -0.7457 -0.32 -0.43 -0.27
C 2.8407 5.5052 -0.7713 0.03 -0.51 -0.06
C 3.2296 3.0951 1.0936 -0.06 0.15 -0.60
C 4.8947 3.3864 -1.4377 -0.53 0.12 0.20
H 0.9834 2.5430 -5.6844 -0.21 0.08 -0.10
H 1.6856 1.2420 -4.7350 0.06 -0.24 0.05
H 2.5694 2.7421 -4.9574 0.21 0.07 0.05
H -0.1040 4.9904 -4.4112 -0.10 -0.12 -0.16
H 1.3960 5.4002 -3.6048 0.24 0.14 0.00
H -0.0869 5.2912 -2.6788 -0.10 0.09 0.22
H -1.4681 2.2815 -4.0081 -0.06 0.06 -0.25
H -1.5142 2.5623 -2.2753 -0.09 0.10 0.21
H -0.7850 1.0999 -2.9147 0.10 -0.24 0.08
H 1.7639 1.5912 -1.3300 0.12 -0.18 -0.09
H 1.8592 5.7710 -0.3960 -0.30 0.02 0.10
H 2.9239 5.9022 -1.7782 0.02 0.07 -0.28
H 3.5766 6.0160 -0.1564 0.23 0.02 0.16
H 2.3671 3.4251 1.6646 -0.24 0.05 0.10
H 4.1100 3.5113 1.5766 0.21 0.07 0.07
H 3.2810 2.0121 1.1924 0.04 -0.19 0.00
H 4.9333 3.6379 -2.4953 -0.06 0.03 -0.22
H 5.2135 2.3527 -1.3366 0.01 -0.26 0.01
H 5.6255 4.0078 -0.9233 0.11 0.17 0.19
C 4.6184 -4.0699 1.4932 -0.62 0.64 -0.04
Si 3.6120 -2.4021 1.3562 1.00 -0.39 -0.09
C 4.1500 -1.6772 -0.3342 -0.56 -0.18 0.54
C 4.3768 -1.2263 2.6826 -0.75 -0.38 -0.43
As 1.3018 -2.8783 1.3093 0.67 -0.40 1.27
Si 0.9469 -2.8294 3.6506 0.29 -0.71 0.73
C 2.1045 -4.1572 4.4731 -0.37 0.55 -0.46
C 1.1229 -1.1947 4.6269 -0.05 -0.55 -0.71
C -0.7922 -3.5248 4.1406 0.44 0.34 -0.47
H 5.6724 -3.9586 1.2525 0.23 0.18 -0.07
H 4.1820 -4.7866 0.8009 -0.06 -0.11 -0.12
H 4.5431 -4.4948 2.4897 -0.07 -0.07 0.23
H 5.2254 -1.6103 -0.4713 0.24 -0.04 0.17
H 3.7253 -0.6826 -0.4473 -0.05 0.19 -0.13
H 3.7399 -2.2965 -1.1261 -0.09 -0.09 -0.19
H 5.3975 -0.9405 2.4431 0.19 -0.09 -0.21
H 4.3759 -1.6721 3.6727 -0.05 -0.10 0.20
H 3.7862 -0.3144 2.7322 -0.05 0.18 0.08
H 3.1207 -3.7879 4.5504 0.32 0.09 0.00
H 2.1194 -5.0417 3.8400 0.00 -0.12 -0.09
H 1.7738 -4.4477 5.4656 -0.14 0.03 0.28
H 2.1019 -0.7480 4.4892 0.19 0.10 -0.04
H 0.9589 -1.3062 5.6948 -0.07 -0.20 0.21
H 0.3964 -0.4710 4.2640 -0.12 0.21 -0.03
H -1.0501 -4.3878 3.5302 -0.04 -0.15 -0.09
H -1.5475 -2.7621 3.9871 -0.26 0.16 -0.01
H -0.8392 -3.8216 5.1858 0.20 0.00 0.20
S -0.4422 2.4391 4.3974 -1.61 -0.06 -0.65
C 1.0843 2.4939 4.9435 1.06 0.06 0.53
N 2.1653 2.5405 5.3680 0.42 0.00 0.12
```
Positions in Å, forces in eV/Å.

Energy relative to the best compared isomer or geometry (same formula, charge and spin) = 63.8 kcal per mole
Gap between HOMO and LUMO = 0.16804 hartree
E_LUMO = 3.36 eV
Charge = -2
E_HOMO = -0.0445 Ha

Results of the Löwdin charge analysis, in e, for atoms 1 through 4: number 1, Sr, carries 1.2086; number 2, O, carries -0.3962; number 3, C, carries -0.3746; number 4, C, carries -0.0087



Number 1: molecular weight 671.5 g/mol, electronic energy -3960.07070 hartree. Number 2: molecular weight 841.8 g/mol, electronic energy -5460.56107 hartree.